Density functional theory data (ωB97M-V with the def2-TZVPD basis set) for a 2-piece molecular cluster, C4H12N2 overall.

```
! RIJCOSX wB97M-V def2-TZVPD def2/J DEFGRID3
* xyz 1 2
H -2.58 -1.40 3.02
H 0.65 -0.59 2.23
H 3.10 0.35 -3.57
H 0.15 0.51 0.99
N 2.28 -0.30 -3.44
H 1.98 -0.80 -4.29
H -0.71 -0.94 1.02
C 1.40 1.17 -1.80
H 0.25 -0.23 -2.94
C 1.20 0.10 -2.62
C -0.18 -0.25 1.65
C -2.41 -0.47 2.48
N -1.17 0.27 2.68
H 0.38 1.47 -1.43
H -3.25 0.15 2.52
H 2.22 1.85 -1.60
H -0.90 -0.06 3.61
H -2.40 -0.84 1.49
*
```

Values from the calculation:
max |F| = 5.75 eV/Å
total energy = -7312.164 eV
energy relative to the best compared isomer or geometry (same formula, charge and spin) = 220.0 kJ/mol
Kohn-Sham gap (spin up / spin down) = 6.897 / 3.274 eV
HOMO energy (spin up / spin down) = -11.521 / -11.483 eV